No. 1
Here is C27H36FN3O3 in the gas phase from the Open Molecules 2025 dataset. Energies are from the ωB97M-V functional and the def2-TZVPD basis.

Geometry as XYZ:
```
70
Properties=species:S:1:pos:R:3:forces:R:3
C -3.628 -3.767 1.058 0.212 0.150 0.005
H -4.382 -3.693 1.838 -0.113 -0.057 0.080
C -2.837 -2.469 0.954 -0.329 0.070 -0.069
H -2.315 -2.298 1.897 0.106 0.072 0.016
C -3.770 -1.283 0.628 0.219 -0.179 -0.016
N -3.149 -0.030 0.293 0.111 -0.104 0.044
C -2.839 0.909 1.334 0.068 -0.055 0.354
H -2.400 1.792 0.866 -0.030 0.061 0.057
C -1.871 0.418 2.432 -0.283 0.254 -0.072
N -0.653 -0.106 1.863 -0.446 -0.180 -0.183
C 0.565 0.360 2.150 0.310 -0.493 -0.317
O 0.800 1.221 2.974 0.118 0.334 0.314
C 1.724 -0.307 1.372 -0.038 0.497 0.237
C 1.293 -1.203 0.258 0.091 -0.110 -0.234
C 1.081 -2.563 0.443 0.021 0.040 -0.007
C 0.666 -3.358 -0.611 -0.002 -0.040 0.033
C 0.456 -2.802 -1.864 -0.009 -0.019 -0.033
C 0.661 -1.449 -2.058 0.045 0.144 0.025
C 1.080 -0.646 -1.003 -0.090 -0.389 0.040
C 1.238 0.816 -1.231 0.022 0.113 0.038
O 0.771 1.367 -2.217 -0.100 -0.102 -0.211
N 1.924 1.488 -0.276 -0.136 0.045 0.047
C 1.987 2.930 -0.336 -0.448 0.384 -0.022
C 0.932 3.577 0.582 0.385 0.012 0.038
O -0.395 3.269 0.245 -0.067 -0.206 0.048
C -0.838 3.817 -0.979 -0.030 -0.026 -0.139
H -0.526 4.863 -1.077 -0.027 0.032 0.014
H -0.470 3.240 -1.833 -0.020 0.083 0.043
H -1.926 3.769 -0.960 -0.012 0.055 -0.055
H 1.050 3.212 1.606 0.107 0.100 -0.076
H 1.089 4.667 0.569 -0.013 -0.065 0.009
H 2.983 3.265 -0.035 -0.008 -0.008 -0.027
H 1.807 3.222 -1.373 0.140 0.031 0.125
C 2.607 0.823 0.812 0.148 -0.343 0.323
C 3.967 0.286 0.414 0.057 0.118 0.041
C 4.305 0.016 -0.904 0.005 0.053 0.155
C 5.546 -0.510 -1.221 0.258 -0.109 0.071
C 6.443 -0.765 -0.202 -0.149 0.051 -0.004
C 6.136 -0.500 1.121 0.167 -0.095 -0.118
C 4.895 0.027 1.418 -0.065 0.000 -0.196
H 4.641 0.245 2.446 -0.026 0.032 0.148
H 6.862 -0.703 1.892 0.098 -0.024 0.059
F 7.653 -1.280 -0.504 -0.070 0.037 0.022
H 5.818 -0.722 -2.243 0.059 -0.033 -0.099
H 3.606 0.222 -1.700 -0.013 0.032 -0.081
H 2.739 1.553 1.619 -0.088 -0.139 -0.149
H 0.497 -0.987 -3.019 -0.031 0.054 -0.080
H 0.132 -3.424 -2.684 -0.021 -0.050 -0.077
H 0.506 -4.415 -0.454 -0.012 -0.096 0.013
H 1.243 -2.998 1.419 0.025 -0.037 0.109
H 2.302 -0.869 2.114 -0.047 0.063 -0.078
H -0.763 -0.790 1.129 0.127 0.043 0.047
H -2.351 -0.357 3.040 0.006 0.090 0.021
H -1.597 1.252 3.080 -0.061 -0.096 0.016
H -3.768 1.211 1.835 0.064 0.096 0.024
C -2.399 0.061 -0.941 -0.202 0.458 -0.293
C -3.110 0.930 -1.989 0.105 -0.347 0.028
C -4.405 0.308 -2.491 0.184 0.184 0.074
H -4.858 0.936 -3.255 -0.116 -0.002 -0.067
H -4.218 -0.674 -2.923 -0.026 -0.143 -0.072
H -5.112 0.200 -1.672 -0.135 -0.056 0.072
H -2.422 1.085 -2.822 0.065 0.106 -0.063
H -3.327 1.902 -1.546 0.075 0.109 0.017
H -1.413 0.501 -0.759 0.011 -0.110 0.002
H -2.247 -0.938 -1.359 0.092 -0.039 0.013
H -4.433 -1.109 1.480 -0.107 -0.056 -0.012
H -4.395 -1.586 -0.220 -0.100 -0.064 0.070
H -2.087 -2.570 0.165 0.075 0.061 0.009
H -4.130 -3.986 0.118 -0.085 -0.061 -0.087
H -2.968 -4.599 1.296 -0.023 -0.130 0.027
```
Forces are in eV/Å.

The relative energy (zero: lowest compared OMol25 entry of this formula, charge and spin) is 10.6 kJ/mol. As for the SMILES: CCCN(CCC)CCNC(=O)[C@H]1c2ccccc2C(=O)N(CCOC)[C@@H]1c1ccc(F)cc1.



No. 2
Here is a molecular structure, C27H37As3ClCsN2O from the Open Molecules 2025 dataset. Energies are from the ωB97M-V functional and the def2-TZVPD basis.

Geometry as XYZ:
```
72
Properties=species:S:1:pos:R:3:forces:R:3
Cs 1.530 0.749 0.191 0.407 -0.471 -0.226
Cl 1.057 5.017 6.661 -0.004 0.006 0.021
C 0.748 4.254 5.121 0.115 0.040 -0.001
C -0.496 3.661 4.878 -0.080 -0.031 -0.004
C -0.741 3.056 3.678 -0.026 0.016 0.071
C 0.235 2.981 2.633 0.244 0.036 -0.071
O -0.012 2.346 1.566 -0.357 0.245 0.008
C 1.491 3.642 2.892 0.135 0.049 -0.022
C 2.588 3.829 1.959 -0.412 0.099 0.534
N 2.723 3.411 0.755 0.274 0.007 -0.293
C 3.828 3.917 0.051 -0.021 0.039 -0.008
C 4.177 5.247 0.110 0.019 0.021 -0.048
C 5.277 5.764 -0.604 -0.008 -0.004 0.013
C 6.036 4.957 -1.396 -0.002 -0.074 -0.012
C 5.701 3.585 -1.515 -0.042 0.106 0.021
C 6.434 2.706 -2.342 0.020 -0.041 -0.024
C 6.060 1.399 -2.448 -0.032 -0.027 0.014
C 4.936 0.970 -1.715 0.122 0.129 -0.042
N 4.241 1.751 -0.930 -0.181 -0.079 0.114
C 4.594 3.058 -0.810 0.013 0.020 0.012
C 1.707 4.248 4.147 -0.092 0.059 0.146
H -1.260 3.684 5.644 0.011 0.013 0.026
H -1.700 2.593 3.487 0.001 -0.012 -0.022
H 3.382 4.449 2.397 0.064 -0.053 -0.099
H 3.576 5.926 0.698 -0.040 -0.041 0.014
H 5.503 6.819 -0.517 0.030 0.008 -0.017
H 6.883 5.342 -1.950 0.011 0.020 -0.004
H 7.288 3.090 -2.888 0.013 -0.002 -0.009
H 6.594 0.698 -3.074 0.026 0.022 -0.013
H 4.608 -0.064 -1.792 -0.002 -0.011 0.023
H 2.654 4.735 4.348 0.020 -0.006 -0.036
C -2.815 1.404 -1.387 0.006 -0.155 0.030
As -1.853 -0.065 -0.511 -0.116 0.036 -0.110
C -2.799 0.048 1.198 0.012 -0.021 -0.031
C -2.869 -1.504 -1.399 -0.007 -0.018 0.011
C -2.453 -2.964 -1.153 0.002 0.067 -0.050
C -2.627 -3.350 0.311 -0.022 0.011 0.152
C -0.987 -3.193 -1.608 -0.071 -0.071 -0.024
As 0.502 -2.879 -0.330 -0.135 0.018 -0.071
C 1.911 -3.062 -1.691 -0.086 -0.001 -0.005
C 0.642 -4.694 0.395 0.072 -0.024 0.048
C -3.331 -3.862 -2.054 0.204 -0.035 -0.025
As -5.276 -4.210 -1.873 -0.040 0.029 0.023
C -5.266 -5.410 -0.317 -0.025 -0.030 -0.050
C -6.067 -2.659 -0.957 0.021 -0.034 -0.054
H -3.891 1.250 -1.301 -0.006 0.050 -0.024
H -2.535 1.446 -2.440 -0.022 0.032 0.018
H -2.537 2.339 -0.904 0.006 0.024 0.003
H -3.878 -0.009 1.041 0.009 0.007 0.024
H -2.529 1.007 1.639 -0.004 0.002 0.019
H -2.484 -0.745 1.873 -0.003 0.009 0.004
H -2.775 -1.292 -2.470 0.005 -0.010 0.026
H -3.920 -1.367 -1.143 0.021 0.002 0.018
H -1.927 -2.810 0.954 -0.005 0.006 -0.023
H -2.459 -4.419 0.459 0.007 -0.021 -0.020
H -3.632 -3.117 0.665 0.020 -0.002 -0.015
H -0.785 -2.578 -2.491 0.041 -0.007 0.036
H -0.858 -4.235 -1.920 -0.013 0.040 -0.003
H 1.727 -3.938 -2.314 0.024 0.008 -0.007
H 2.886 -3.159 -1.213 -0.017 0.001 0.019
H 1.916 -2.174 -2.324 0.020 -0.014 -0.007
H 0.552 -5.451 -0.385 -0.006 0.029 -0.018
H -0.128 -4.856 1.149 0.005 0.004 -0.017
H 1.616 -4.792 0.877 -0.025 -0.031 0.001
H -2.929 -4.883 -2.019 -0.041 0.013 -0.020
H -3.195 -3.531 -3.088 -0.043 -0.022 0.005
H -4.626 -6.265 -0.535 -0.005 -0.013 0.020
H -6.284 -5.774 -0.179 0.010 -0.020 0.030
H -4.931 -4.931 0.600 0.000 0.015 -0.003
H -6.054 -1.788 -1.609 -0.024 0.016 0.008
H -5.587 -2.420 -0.010 0.007 0.018 0.013
H -7.108 -2.924 -0.766 0.000 0.011 0.009
```
Forces are in eV/Å.

The relative energy (zero: lowest compared OMol25 entry of this formula, charge and spin) is 0.0 kJ/mol.



No. 3
Here is a molecular structure, C27H37As3N3Pt from the Open Molecules 2025 dataset. Energies are from the ωB97M-V functional and the def2-TZVPD basis.

Geometry as XYZ:
```
71
Properties=species:S:1:pos:R:3:forces:R:3
Pt 0.837 0.534 0.398 0.821 -0.698 -0.237
N 5.050 -6.823 -5.742 -0.039 0.068 0.055
C 4.573 -6.012 -5.081 -0.024 0.045 0.035
C 3.974 -4.993 -4.252 0.075 -0.131 -0.107
C 3.871 -5.192 -2.879 0.000 0.013 0.039
C 3.288 -4.217 -2.088 -0.003 -0.038 -0.008
C 2.817 -3.041 -2.661 -0.049 0.059 0.063
C 2.928 -2.844 -4.034 0.043 -0.011 -0.033
C 3.501 -3.819 -4.832 -0.020 0.035 0.001
C 2.186 -1.992 -1.806 0.000 -0.049 -0.005
C 0.899 -2.263 -1.346 0.135 0.183 -0.034
C 0.108 -3.400 -1.670 -0.072 -0.024 0.002
C -1.105 -3.241 -1.040 0.072 0.017 -0.037
C -1.016 -2.015 -0.347 -0.030 0.107 0.028
N 0.158 -1.415 -0.527 0.173 -0.329 0.410
C 2.963 -0.847 -1.561 -0.178 -0.024 0.081
C 4.290 -0.647 -1.996 0.095 0.033 -0.033
C 4.702 0.591 -1.530 -0.018 -0.088 -0.033
C 3.616 1.112 -0.825 -0.168 0.010 0.071
N 2.568 0.265 -0.816 -0.145 0.226 -0.337
H 4.246 -6.106 -2.438 -0.005 0.005 -0.007
H 3.201 -4.365 -1.019 -0.001 0.002 -0.017
H 2.563 -1.926 -4.476 0.001 -0.016 0.006
H 3.586 -3.676 -5.901 -0.001 -0.004 0.005
H 0.412 -4.216 -2.308 -0.012 0.036 0.014
H -1.954 -3.905 -1.065 0.026 0.030 0.007
H -1.778 -1.557 0.269 0.022 -0.032 0.022
H 4.867 -1.349 -2.577 -0.016 0.032 0.034
H 5.660 1.064 -1.673 -0.048 -0.019 0.008
H 3.546 2.065 -0.324 0.000 0.003 0.001
C 0.700 -0.509 3.695 0.000 -0.083 0.008
As 0.252 0.990 2.577 -0.421 -0.012 0.123
C 1.292 2.412 3.375 0.070 -0.042 0.028
C -1.605 1.301 3.039 -0.098 0.166 0.040
C -2.361 2.393 2.256 0.026 -0.057 0.078
C -1.804 3.776 2.613 0.004 -0.006 0.012
C -2.277 2.150 0.746 -0.059 0.060 0.006
As -0.554 2.243 -0.150 -0.221 0.480 -0.122
C -1.047 1.797 -1.956 -0.002 0.015 -0.084
C -0.055 4.098 -0.300 0.014 0.048 0.010
C -3.840 2.396 2.705 0.063 -0.042 -0.007
As -5.254 1.069 2.270 -0.093 -0.033 0.064
C -5.509 1.356 0.344 0.029 0.025 -0.028
C -4.317 -0.652 2.153 0.031 -0.035 -0.013
H 0.545 -0.199 4.727 0.019 -0.086 0.073
H 1.741 -0.785 3.546 0.020 0.020 -0.004
H 0.064 -1.358 3.454 -0.024 -0.005 -0.006
H 0.831 2.730 4.309 0.010 0.013 -0.001
H 1.384 3.251 2.693 -0.016 0.049 -0.011
H 2.288 2.019 3.574 -0.006 0.000 -0.006
H -1.625 1.530 4.108 -0.027 0.031 0.002
H -2.086 0.331 2.910 -0.012 -0.017 -0.038
H -0.738 3.869 2.408 0.055 -0.014 -0.011
H -1.951 3.983 3.674 -0.005 -0.005 -0.014
H -2.320 4.556 2.049 0.005 -0.015 0.006
H -2.932 2.852 0.223 0.018 0.020 -0.016
H -2.620 1.143 0.503 -0.053 -0.013 -0.001
H -1.910 2.402 -2.234 -0.017 -0.023 -0.070
H -1.284 0.737 -2.009 -0.042 -0.008 0.005
H -0.214 2.011 -2.623 0.013 -0.001 0.024
H -0.970 4.653 -0.500 0.047 0.123 -0.014
H 0.633 4.199 -1.137 0.005 -0.011 -0.009
H 0.419 4.474 0.602 -0.010 -0.007 0.015
H -4.299 3.335 2.376 0.010 0.005 -0.016
H -3.852 2.441 3.798 0.009 0.022 0.002
H -5.617 2.422 0.140 0.001 -0.012 0.008
H -6.444 0.870 0.067 0.011 -0.002 -0.008
H -4.710 0.945 -0.273 0.012 0.009 -0.007
H -3.993 -0.980 3.140 -0.004 0.004 -0.004
H -3.469 -0.650 1.467 -0.006 0.001 -0.011
H -5.048 -1.373 1.786 0.009 -0.008 0.006
```
Forces are in eV/Å.

Its net charge is +1.



Orbital gap per entry: 0.301 0.246 0.225 Ha
Total energy per entry: -1540.34692 -8423.42783 -8041.68030 a.u.
LUMO energy per entry: 0.380 -0.048 -4.128 eV